[1]
Formula: C31H45BCoN8PS3
Source: the OMol25 dataset
Level of theory: ωB97M-V with the def2-TZVPD basis set

## Properties
Gap between HOMO and LUMO (alpha / beta)   8.82 / 5.22 eV
HOMO energy (alpha / beta)   -0.4682 / -0.4846 Eh
LUMO level (alpha / beta)   -3.91 / -7.96 eV

```
! RIJCOSX wB97M-V def2-TZVPD def2/J DEFGRID3
* xyz 2 5
Co -0.570 0.138 0.092
C -1.933 -2.892 -2.552
N -3.077 -2.383 -1.807
C -4.117 -3.115 -1.347
C -4.976 -2.241 -0.723
N -4.459 -0.996 -0.814
B -5.328 0.250 -0.365
N -4.490 1.484 0.095
C -4.936 2.753 -0.180
C -4.168 3.632 0.504
N -3.240 2.893 1.197
C -2.290 3.441 2.144
C -3.457 1.588 0.937
S -2.520 0.280 1.569
C -3.291 -1.080 -1.478
S -2.200 0.163 -1.813
H -2.042 -3.970 -2.630
H -1.011 -2.646 -2.021
H -1.913 -2.448 -3.547
H -4.185 -4.174 -1.502
H -5.919 -2.421 -0.246
H -6.010 -0.144 0.538
H -5.961 0.598 -1.319
H -5.767 2.917 -0.835
H -4.203 4.701 0.569
H -1.782 4.293 1.694
H -1.567 2.666 2.391
H -2.809 3.760 3.047
C 0.994 1.764 -2.710
P 1.070 0.159 -1.843
C 0.845 -1.080 -3.146
C 1.359 -2.361 -2.951
C 1.160 -3.345 -3.904
C 0.449 -3.057 -5.062
C -0.061 -1.783 -5.265
C 0.133 -0.797 -4.309
C 2.813 -0.013 -1.374
C 3.805 0.140 -2.344
C 5.140 0.053 -1.995
C 5.498 -0.204 -0.677
C 4.518 -0.384 0.287
C 3.178 -0.287 -0.060
H 1.576 1.733 -3.631
H 1.412 2.537 -2.065
H -0.034 2.031 -2.950
H 1.934 -2.586 -2.060
H 1.573 -4.331 -3.752
H 0.306 -3.822 -5.813
H -0.599 -1.551 -6.172
H -0.271 0.190 -4.485
H 3.536 0.318 -3.377
H 5.902 0.176 -2.749
H 6.541 -0.277 -0.407
H 4.798 -0.606 1.307
H 2.413 -0.443 0.692
C 3.867 2.714 3.558
C 2.424 3.191 3.581
N 1.731 3.009 2.297
C 1.912 4.061 1.294
C 2.990 3.755 0.261
C 1.036 1.905 2.012
C 0.877 0.851 3.064
N 0.477 1.694 0.847
H 4.298 2.796 4.553
H 4.475 3.310 2.883
H 3.934 1.675 3.242
H 2.379 4.256 3.812
H 1.860 2.686 4.362
H 2.158 4.973 1.837
H 0.947 4.253 0.815
H 3.978 3.761 0.712
H 2.977 4.512 -0.521
H 2.851 2.777 -0.198
H 0.272 1.221 3.891
H 1.843 0.553 3.464
H 0.382 -0.020 2.640
H 0.680 2.428 0.175
C 0.914 -4.572 2.255
N -0.423 -4.004 2.352
C -1.435 -4.482 3.157
C -2.507 -3.677 2.974
N -2.134 -2.727 2.053
C -0.861 -2.927 1.682
S 0.087 -2.068 0.523
H 0.894 -5.562 2.704
H 1.626 -3.941 2.784
H 1.199 -4.650 1.208
H -1.300 -5.341 3.782
H -3.482 -3.693 3.419
H -2.692 -1.937 1.744
*
```



[2]
Formula: C31H45Cl6PTb
Source: the OMol25 dataset
Level of theory: ωB97M-V with the def2-TZVPD basis set

## Properties
Gap between HOMO and LUMO (alpha / beta)   4.25 / 4.49 eV
HOMO energy (alpha / beta)   -0.0670 / -0.0758 Eh
LUMO level (alpha / beta)   2.43 / 2.43 eV

```
! RIJCOSX wB97M-V def2-TZVPD def2/J DEFGRID3
* xyz -1 7
Tb 1.918 1.307 0.659
Cl 2.373 3.746 1.187
P -0.479 -0.281 -0.153
C 2.436 -0.889 0.588
H 3.016 -1.520 -0.101
H 2.298 -1.467 1.528
C -1.845 0.960 0.178
C -0.635 -1.656 1.119
C -3.262 0.660 -0.328
H -1.874 0.929 1.285
C -4.230 1.706 0.232
H -3.295 0.682 -1.428
H -3.574 -0.350 -0.021
C -3.812 3.140 -0.116
H -5.239 1.500 -0.138
H -4.256 1.596 1.324
C -2.366 3.429 0.301
H -3.923 3.292 -1.199
H -4.492 3.845 0.380
C -1.379 2.378 -0.211
H -2.068 4.421 -0.057
H -2.310 3.452 1.398
H -1.292 2.461 -1.306
H -0.379 2.613 0.205
C -0.832 -1.074 -1.827
C 0.162 -2.883 0.654
H -0.109 -1.211 1.982
C 0.242 -3.931 1.765
H -0.297 -3.324 -0.244
H 1.174 -2.563 0.373
C -1.133 -4.306 2.313
H 0.771 -4.815 1.393
H 0.851 -3.519 2.580
C -1.961 -3.077 2.699
H -1.675 -4.880 1.551
H -1.008 -4.955 3.188
C -2.052 -2.031 1.584
H -2.970 -3.375 3.000
H -1.499 -2.599 3.570
H -2.629 -2.436 0.737
H -2.581 -1.138 1.949
C -0.895 -0.019 -2.952
H 0.093 -1.672 -1.960
C -0.899 -0.685 -4.333
H -1.810 0.589 -2.841
H -0.038 0.667 -2.881
C -2.014 -1.726 -4.487
H -0.987 0.089 -5.104
H 0.070 -1.181 -4.482
C -2.020 -2.723 -3.324
H -2.986 -1.212 -4.529
H -1.880 -2.266 -5.433
C -2.027 -2.047 -1.944
H -2.881 -3.396 -3.401
H -1.116 -3.341 -3.389
H -2.972 -1.491 -1.820
H -1.989 -2.809 -1.150
C 2.004 1.925 -1.951
C 2.520 0.654 -1.856
H 0.923 2.106 -2.035
C 3.993 0.374 -1.903
H 1.862 -0.219 -1.746
C 4.811 1.620 -1.515
H 4.243 -0.473 -1.257
H 4.285 0.075 -2.928
C 4.367 2.837 -2.320
H 4.719 1.823 -0.436
H 5.874 1.428 -1.693
C 2.861 3.139 -2.172
H 4.949 3.723 -2.030
H 4.569 2.661 -3.382
H 2.725 3.832 -1.325
H 2.510 3.702 -3.052
Cl 4.233 0.907 2.446
C 2.935 0.935 3.641
C 1.638 1.089 3.181
C 0.583 1.076 4.075
Cl -1.065 1.132 3.504
C 0.829 0.993 5.473
Cl -0.479 1.042 6.580
C 2.161 0.850 5.946
Cl 2.463 0.769 7.630
C 3.228 0.800 5.017
Cl 4.828 0.583 5.548
*
```